# 1
Molecular formula: C33H53NNbO34P2
Method: DFT, the ωB97M-V functional and the def2-TZVPD basis

Atoms and positions in Å:
N -4.38 -6.43 2.77
P -2.91 -5.88 3.16
Nb -1.43 -7.98 3.48
P -2.05 -8.57 1.03
O -1.47 -9.97 0.56
H -5.07 -6.02 3.48
H -2.88 -5.05 4.36
H -2.38 -5.16 2.02
H -2.85 -9.00 4.02
H -0.35 -9.45 3.60
H 0.01 -7.01 2.96
H -1.14 -7.60 5.24
H -1.63 -7.45 0.18
H -3.52 -8.52 1.00
C -3.93 -1.68 2.19
C -3.01 -0.73 2.89
O -2.96 -1.24 4.21
C -3.28 -2.57 4.14
O -3.17 -3.35 5.06
O -3.74 -2.89 2.90
H -3.67 -1.80 1.14
H -4.98 -1.39 2.28
H -2.00 -0.74 2.47
H -3.39 0.29 2.89
C 0.38 -1.85 -1.28
C -0.67 -2.77 -1.81
O -1.77 -2.54 -0.95
C -1.61 -1.30 -0.42
O -2.45 -0.71 0.23
O -0.37 -0.80 -0.71
H 1.04 -1.48 -2.06
H 0.98 -2.32 -0.49
H -0.97 -2.52 -2.84
H -0.37 -3.82 -1.78
C 3.07 -2.00 -5.24
C 2.47 -3.02 -6.15
O 1.99 -4.01 -5.25
C 1.80 -3.40 -4.05
O 1.23 -3.91 -3.09
O 2.32 -2.13 -4.05
H 2.99 -0.99 -5.64
H 4.13 -2.22 -5.02
H 1.62 -2.63 -6.72
H 3.19 -3.45 -6.84
C 2.63 3.32 -5.43
C 4.07 3.56 -5.11
O 4.66 2.28 -5.25
C 3.85 1.57 -6.09
O 4.14 0.49 -6.57
O 2.68 2.23 -6.33
H 2.16 4.19 -5.90
H 2.05 3.03 -4.55
H 4.55 4.25 -5.81
H 4.21 3.94 -4.09
C 0.07 2.20 2.12
C 0.15 1.82 3.56
O 1.52 1.49 3.74
C 2.21 2.14 2.76
O 3.43 2.22 2.72
O 1.37 2.70 1.84
H -0.68 2.97 1.93
H -0.12 1.34 1.47
H -0.10 2.66 4.23
H -0.49 0.97 3.80
C 0.44 6.97 1.47
C -0.80 7.68 1.90
O -1.77 6.64 1.94
C -1.09 5.47 2.10
O -1.61 4.40 2.34
O 0.26 5.66 1.96
H 1.35 7.42 1.89
H 0.54 6.93 0.38
H -0.71 8.11 2.90
H -1.10 8.46 1.20
C 7.07 -2.71 -5.56
C 7.97 -3.18 -6.66
O 7.31 -4.34 -7.15
C 5.99 -4.21 -6.82
O 5.10 -4.94 -7.23
O 5.79 -3.15 -5.98
H 7.09 -1.63 -5.45
H 7.31 -3.18 -4.60
H 8.05 -2.45 -7.48
H 8.97 -3.43 -6.31
C -8.12 -4.72 3.47
C -7.84 -3.39 4.10
O -8.10 -2.47 3.05
C -8.96 -3.09 2.19
O -9.52 -2.54 1.26
O -9.09 -4.42 2.49
H -8.50 -5.45 4.19
H -7.23 -5.13 2.98
H -8.52 -3.17 4.93
H -6.81 -3.30 4.45
C 1.80 -0.86 5.90
C 2.71 0.09 6.60
O 2.76 -0.42 7.92
C 2.44 -1.74 7.85
O 2.55 -2.53 8.77
O 1.99 -2.07 6.60
H 2.05 -0.98 4.84
H 0.75 -0.56 5.98
H 3.72 0.08 6.18
H 2.33 1.12 6.60
C -2.42 2.24 -1.79
C -2.73 3.56 -1.17
O -1.48 4.23 -1.22
C -0.76 3.66 -2.23
O 0.29 4.11 -2.66
O -1.37 2.53 -2.69
H -3.28 1.82 -2.33
H -2.07 1.50 -1.06
H -3.46 4.13 -1.75
H -3.08 3.46 -0.14
C 1.49 10.25 -2.31
C 2.72 9.55 -1.85
O 2.60 9.57 -0.44
C 1.28 9.71 -0.15
O 0.79 9.60 0.96
O 0.56 9.98 -1.28
H 1.13 9.87 -3.27
H 1.63 11.34 -2.39
H 2.76 8.50 -2.18
H 3.64 10.05 -2.17

Its LUMO energy is 0.68 eV. The calculation puts the max |F| at 3.2 eV/Å. Its net charge is -1. As for the HOMO-LUMO gap: 0.1733 hartree.

Results of the Mulliken charge analysis, in e, for atoms 1 through 8:
1 N -0.54
2 P 0.70
3 Nb -0.90
4 P 0.26
5 O -0.69
6 H 0.03
7 H 0.09
8 H -0.01

---

# 2
Molecular formula: C5H4INOS
Method: DFT, the ωB97M-V functional and the def2-TZVPD basis

Atoms and positions in Å:
C -0.02 -1.06 1.43
C 0.21 -1.78 0.16
C -0.22 0.28 1.39
C -0.29 -1.34 -1.00
C 0.70 1.28 -0.59
N -0.17 1.00 0.23
O -0.60 -1.00 -2.10
S 0.85 2.54 -1.72
I -2.63 1.63 -0.10
H 0.03 -1.74 2.20
H 0.76 -2.60 0.16
H -0.70 0.78 2.16
H 2.08 2.02 -2.20

Its LUMO energy (spin up / spin down) is -1.16 / -1.54 eV. The calculation puts the max |F| at 5.4 eV/Å. Its net charge is 0. Its relative energy (zero: lowest compared OMol25 entry of this formula, charge and spin) is 52.2 kcal per mole. As for the HOMO-LUMO gap (spin up / spin down): 0.2706 / 0.2440 hartree.

Results of the Mulliken charge analysis, in e, for atoms 1 through 8:
1 C -0.36
2 C -0.77
3 C -0.22
4 C 0.65
5 C 0.03
6 N -0.31
7 O -0.38
8 S -0.11

---

# 3
Molecular formula: C19H42F5N3O4P2S2
Method: DFT, the ωB97M-V functional and the def2-TZVPD basis

Atoms and positions in Å:
C -5.41 -1.83 1.20
C -4.82 -1.17 -0.05
C -3.47 -1.79 -0.44
C -2.27 -0.99 0.11
N -1.31 -0.59 -0.94
C -1.14 0.88 -0.95
C -0.29 1.40 -2.11
C 0.73 2.49 -1.68
C 1.96 2.38 -2.61
P 3.32 3.49 -2.06
C 3.10 4.54 -0.55
N 3.11 3.79 0.70
C 2.72 4.96 -3.20
F 3.40 6.09 -2.90
F 1.42 5.25 -3.02
C 2.92 4.71 -4.74
F 1.74 4.55 -5.32
F 3.46 5.75 -5.32
F 3.61 3.62 -5.01
P 4.20 1.74 -0.91
O 3.24 0.94 -0.18
O 5.50 2.14 -0.01
O 4.85 0.76 -2.08
C -0.08 -1.26 -0.80
S 0.84 -1.30 0.53
S 0.44 -2.11 -2.27
C 2.24 -2.21 -2.07
C 2.96 -2.40 -3.40
C 2.52 -1.44 -4.51
H -5.92 -2.76 0.97
H -4.65 -2.02 1.96
H -6.15 -1.17 1.64
H -5.53 -1.30 -0.86
H -4.74 -0.10 0.15
H -3.41 -1.94 -1.51
H -3.46 -2.78 0.01
H -2.67 -0.08 0.54
H -1.82 -1.55 0.91
H -2.14 1.28 -1.09
H -0.78 1.22 0.03
H -0.96 1.90 -2.81
H 0.21 0.62 -2.67
H 1.01 2.39 -0.64
H 0.23 3.44 -1.80
H 1.60 2.60 -3.62
H 2.26 1.34 -2.62
H 4.59 3.61 -2.73
H 2.16 5.08 -0.63
H 3.87 5.30 -0.54
H 2.27 3.93 1.24
H 3.86 4.15 1.27
H 6.26 2.16 -0.62
H 4.78 1.20 -2.94
H 2.44 -3.09 -1.46
H 2.62 -1.36 -1.52
H 2.87 -3.42 -3.77
H 4.02 -2.23 -3.21
H 3.34 -1.33 -5.21
H 2.26 -0.47 -4.08
H 1.67 -1.81 -5.07
C -2.11 -2.27 7.23
O -1.50 -2.64 6.01
C -1.92 -3.89 5.48
C -3.24 -3.85 4.69
C -4.48 -3.76 5.58
N -3.26 -2.74 3.73
H -2.31 -3.13 7.86
H -3.04 -1.72 7.05
H -1.43 -1.60 7.75
H -1.12 -4.19 4.79
H -1.95 -4.65 6.28
H -3.30 -4.79 4.13
H -4.63 -2.76 5.98
H -5.37 -4.01 5.00
H -4.41 -4.46 6.42
H -2.49 -2.86 3.07
H -3.02 -1.89 4.23

The SMILES is CCCCN(CCCC[PH](CN)(C(F)(F)C(F)(F)F)P(=O)(O)O)C(=S)SCCC.COC[C@@H](C)N. Its LUMO energy is 0.23 eV. The calculation puts the max |F| at 2.0 eV/Å. Its net charge is 0. Its relative energy (zero: lowest compared OMol25 entry of this formula, charge and spin) is 7.2 kcal per mole. As for the HOMO-LUMO gap: 0.3064 hartree.

Results of the Mulliken charge analysis, in e, for atoms 1 through 8:
1 C -0.92
2 C -0.55
3 C -0.76
4 C -0.63
5 N 0.28
6 C -1.23
7 C -0.73
8 C -0.38

---

# 4
Molecular formula: C2H2ClNO2
Method: DFT, the ωB97M-V functional and the def2-TZVPD basis

Atoms and positions in Å:
C -0.06 0.35 -0.79
C 1.22 -3.00 1.02
N 0.57 -0.10 -1.71
O -0.69 0.37 0.19
O 0.38 -2.73 0.31
Cl -1.08 3.01 1.89
H -1.51 1.99 1.46
H 1.17 0.11 -2.38

Its LUMO energy is 0.55 eV. The calculation puts the max |F| at 4.2 eV/Å. Its net charge is 0. Its relative energy (zero: lowest compared OMol25 entry of this formula, charge and spin) is 9.6 kcal per mole. As for the HOMO-LUMO gap: 0.4400 hartree.

For reference, the Mulliken charges in units of e are:
1 C 0.55
2 C 0.10
3 N -0.36
4 O -0.41
5 O -0.11
6 Cl -0.23
7 H 0.24
8 H 0.22

---

# 5
Molecular formula: C3H6O2
Method: DFT, the ωB97M-V functional and the def2-TZVPD basis

Atoms and positions in Å:
C -0.77 1.03 -0.67
C 0.33 -0.03 -0.56
C 0.20 -0.70 0.80
O -0.78 -1.27 1.24
O 1.49 -1.10 1.20
H -1.62 0.61 -1.41
H -1.09 1.28 0.42
H -0.60 1.91 -1.28
H 1.31 0.40 -0.48
H 0.24 -0.75 -1.30
H 1.30 -1.37 2.05

The SMILES is CCC(=O)O. Its LUMO energy is 0.63 eV. The calculation puts the max |F| at 4.4 eV/Å. Its net charge is 0. Its relative energy (zero: lowest compared OMol25 entry of this formula, charge and spin) is 27.7 kcal per mole. As for the HOMO-LUMO gap: 0.4160 hartree.

Results of the Mulliken charge analysis, in e, for atoms 1 through 8:
1 C -0.92
2 C -0.13
3 C 0.33
4 O -0.51
5 O -0.43
6 H 0.22
7 H 0.25
8 H 0.35

---

# 6
Molecular formula: C21H31N6O4RhS3
Method: DFT, the ωB97M-V functional and the def2-TZVPD basis

Atoms and positions in Å:
Rh -0.75 1.19 -0.28
C -5.31 3.43 -0.08
S -4.55 3.66 -1.79
C -3.01 2.89 -1.49
S -2.98 1.47 -0.55
N -1.85 3.49 -1.76
N -0.74 2.82 -1.44
C 0.49 3.26 -1.72
C 1.58 2.52 -1.26
C 2.92 2.99 -1.38
C 3.89 2.23 -0.81
C 3.57 1.03 -0.12
C 2.29 0.53 -0.16
N 1.28 1.23 -0.78
H -5.64 2.35 -0.06
H -6.20 4.10 -0.04
H -4.76 3.68 0.85
H 0.69 4.18 -2.20
H 3.05 3.92 -1.91
H 4.92 2.60 -0.79
H 4.36 0.44 0.34
H 1.97 -0.42 0.31
C 4.64 -4.52 0.06
C 3.60 -4.58 -1.04
S 2.00 -3.75 -0.51
O 1.96 -2.33 -0.86
O 1.71 -4.11 0.86
C 0.84 -4.56 -1.71
C -0.65 -4.13 -1.82
N -0.94 -2.96 -0.96
C -0.73 -1.70 -1.33
N -0.83 -0.88 -0.29
C -1.14 -1.63 0.79
C -1.23 -2.96 0.39
N -1.44 -4.09 1.16
O -1.48 -5.26 0.61
O -1.51 -3.88 2.40
C -0.48 -1.20 -2.70
H 5.56 -5.13 -0.15
H 4.17 -5.10 0.88
H 4.96 -3.56 0.45
H 3.38 -5.61 -1.38
H 3.88 -3.96 -1.88
H 0.84 -5.59 -1.46
H 1.41 -4.37 -2.63
H -1.32 -4.96 -1.43
H -0.97 -4.05 -2.85
H -1.31 -1.35 1.81
H -1.16 -0.34 -2.79
H -0.52 -2.07 -3.37
H 0.51 -0.82 -2.60
C -0.23 3.78 1.84
C -1.31 2.86 2.36
C -2.60 3.62 2.53
C -0.83 2.50 3.80
C -1.36 1.58 1.56
H -0.20 4.65 2.53
H -0.32 4.10 0.74
H 0.75 3.24 1.89
H -2.52 4.38 3.33
H -3.44 2.94 2.84
H -2.88 4.21 1.64
H -0.38 3.38 4.33
H -0.07 1.76 3.61
H -1.60 2.08 4.44
H -1.98 0.78 2.03

Its LUMO energy (spin up / spin down) is -0.99 / -2.66 eV. As for the multiplicity: 5. The calculation puts the max |F| at 3.2 eV/Å. Its net charge is 0. Its relative energy (zero: lowest compared OMol25 entry of this formula, charge and spin) is 14.9 kcal per mole. As for the HOMO-LUMO gap (spin up / spin down): 0.1371 / 0.1798 hartree.

Results of the Mulliken charge analysis, in e, for atoms 1 through 8:
1 Rh -0.52
2 C -0.69
3 S -0.05
4 C 0.49
5 S -0.27
6 N -1.46
7 N 1.25
8 C -0.73

---

# 7
Molecular formula: C25H48NO11
Method: DFT, the ωB97M-V functional and the def2-TZVPD basis

Atoms and positions in Å:
C 0.78 -1.72 -0.96
C 0.48 -2.89 -0.05
C 1.30 -4.29 -0.41
N 2.36 -4.65 0.63
C 1.65 -4.50 1.96
C 3.59 -3.78 0.51
C 4.63 -3.86 1.77
O 4.33 -2.99 2.91
C 4.28 -1.57 2.54
C 5.67 -0.96 1.92
C 4.42 -4.36 -0.81
O 4.51 -3.71 -1.98
O 5.07 -5.70 -0.68
H 0.69 -0.59 -0.60
H 1.15 -1.86 -2.08
H -0.27 -2.79 0.87
H 1.72 -4.18 -1.50
H 0.49 -5.15 -0.44
H 0.52 -4.83 1.96
H 1.75 -3.40 2.39
H 2.24 -5.19 2.73
H 3.25 -2.70 0.21
H 5.74 -3.77 1.36
H 4.56 -4.98 2.18
H 4.09 -0.97 3.56
H 3.35 -1.27 1.86
H 5.40 0.04 1.32
H 6.34 -0.61 2.82
H 6.22 -1.65 1.15
O 0.40 1.25 0.76
C 0.69 2.21 0.04
O 1.98 2.46 -0.28
C 2.41 3.43 -1.26
C 2.50 4.81 -0.64
C -0.37 3.16 -0.43
H 1.76 3.40 -2.14
H 3.40 3.11 -1.59
H 1.53 5.16 -0.28
H 2.88 5.53 -1.37
H 3.17 4.80 0.22
H -0.57 3.89 0.35
H -1.29 2.58 -0.63
H -0.13 3.67 -1.36
O -3.86 0.70 0.20
C -3.52 0.29 1.31
O -4.45 0.09 2.28
C -4.18 -0.56 3.54
C -3.64 0.43 4.55
C -2.07 0.10 1.64
H -3.53 -1.43 3.40
H -5.14 -0.95 3.89
H -2.69 0.85 4.23
H -3.50 -0.05 5.52
H -4.33 1.27 4.67
H -1.64 1.05 1.93
H -1.56 -0.28 0.75
H -1.89 -0.64 2.42
O -4.18 3.44 2.07
C -5.38 3.60 1.81
O -6.09 4.56 2.44
C -7.43 4.94 2.09
C -8.45 4.04 2.76
C -6.08 2.67 0.87
H -7.56 4.99 1.00
H -7.56 5.97 2.46
H -8.34 3.00 2.43
H -9.46 4.37 2.53
H -8.30 4.04 3.84
H -6.38 1.77 1.41
H -5.39 2.40 0.07
H -6.95 3.11 0.38
O 3.23 0.91 -4.03
C 3.07 0.05 -4.89
O 2.23 0.26 -5.92
C 2.11 -0.61 -7.07
C 1.16 -1.75 -6.79
C 3.75 -1.29 -4.76
H 3.10 -0.94 -7.41
H 1.71 0.01 -7.88
H 1.52 -2.39 -5.98
H 1.04 -2.37 -7.68
H 0.18 -1.37 -6.48
H 3.15 -1.92 -4.10
H 4.74 -1.13 -4.32
H 3.91 -1.79 -5.71

Its LUMO energy is 1.95 eV. The calculation puts the max |F| at 7.6 eV/Å. Its net charge is -1. Its relative energy (zero: lowest compared OMol25 entry of this formula, charge and spin) is 92.8 kcal per mole. As for the HOMO-LUMO gap: 0.2168 hartree.

Results of the Mulliken charge analysis, in e, for atoms 1 through 8:
1 C -0.37
2 C 0.39
3 C -0.90
4 N -0.11
5 C -0.74
6 C 1.07
7 C -0.97
8 O -0.38

---

# 8
Molecular formula: C28H34Br3ClCsLi2N3NaO8S
Method: DFT, the ωB97M-V functional and the def2-TZVPD basis

Atoms and positions in Å:
C 2.02 -4.75 1.15
C 2.22 -4.32 -0.28
O 1.98 -2.88 -0.31
C 2.51 -2.17 -1.28
C 3.83 -1.85 -1.25
C 4.73 -2.40 0.03
C 6.22 -1.56 0.07
C 6.50 -0.78 1.36
O 6.11 -0.16 0.03
C 4.30 -0.99 -2.42
C 3.50 -0.51 -3.42
C 2.16 -0.88 -3.33
C 1.71 -1.69 -2.34
C 0.26 -2.08 -2.40
O -0.06 -3.21 -2.16
C -0.61 -1.01 -2.82
C -1.87 -0.86 -2.24
N -2.23 -1.75 -1.27
C -3.43 -1.93 -0.89
C -4.54 -2.27 -1.83
C -3.76 -1.89 0.56
C -2.66 0.18 -2.68
C -2.23 1.02 -3.69
C -0.96 0.86 -4.26
C -0.16 -0.14 -3.81
C 1.18 -0.38 -4.35
O 1.53 -0.19 -5.49
H 2.23 -3.90 1.79
H 0.96 -5.03 1.39
H 2.69 -5.55 1.44
H 1.50 -4.80 -0.92
H 3.23 -4.53 -0.64
H 4.26 -2.11 0.96
H 4.99 -3.48 -0.01
H 7.15 -2.08 -0.45
H 5.70 -0.29 1.89
H 7.49 -0.39 1.41
H 5.39 -0.69 -2.47
H 3.88 0.10 -4.22
H -4.94 -3.24 -1.59
H -5.32 -1.52 -1.79
H -4.14 -2.28 -2.83
H -2.84 -2.06 1.10
H -4.43 -2.68 0.87
H -4.11 -0.90 0.84
H -3.63 0.32 -2.25
H -2.81 1.84 -4.05
H -0.62 1.52 -5.03
Li 3.99 1.46 -2.00
N -4.77 1.90 3.23
C -5.31 2.08 1.98
C -6.65 2.33 2.13
C -6.93 2.31 3.53
C -5.76 2.05 4.19
H -3.80 1.69 3.42
H -4.70 2.00 1.09
H -7.35 2.50 1.33
H -7.89 2.47 3.99
H -5.54 1.95 5.24
Cl -0.24 -5.98 2.74
N -6.07 5.20 5.79
H -5.92 4.36 5.23
H -5.89 4.99 6.77
H -5.42 6.06 5.44
H -7.05 5.51 5.67
Br -4.09 0.79 -5.35
O -5.93 8.87 3.45
S -6.23 7.49 3.77
O -4.96 6.76 4.22
O -6.77 6.77 2.62
O -7.24 7.48 4.90
Na -4.58 4.15 3.66
Li -8.38 8.83 3.92
Br 8.65 -1.18 -3.37
C 10.02 -0.76 -2.03
C 10.82 -1.98 -1.68
Br 9.82 -3.17 -0.52
H 9.50 -0.33 -1.18
H 10.64 -0.01 -2.49
H 11.71 -1.70 -1.12
H 11.11 -2.56 -2.55
Cs 6.31 -2.01 -2.17

Its LUMO energy is -4.55 eV. The calculation puts the max |F| at 15.2 eV/Å. Its net charge is +1. As for the HOMO-LUMO gap: 0.0881 hartree.

Results of the Mulliken charge analysis, in e, for atoms 1 through 8:
1 C -1.06
2 C 0.04
3 O -0.49
4 C -2.43
5 C 2.24
6 C -0.51
7 C 0.23
8 C -1.03

---

# 9
Molecular formula: C7H13N2O2
Method: DFT, the ωB97M-V functional and the def2-TZVPD basis

Atoms and positions in Å:
C 1.62 -1.04 -1.37
C -0.87 -0.15 -0.39
C -0.48 -1.22 -0.98
C 0.52 0.76 -0.03
C -3.37 -0.62 -0.30
C 2.84 0.88 -0.74
C -2.25 0.32 0.15
N 1.59 0.14 -0.80
N 0.57 -1.87 -1.30
O 1.08 -1.52 1.78
O 0.76 1.00 1.26
H 2.57 -1.47 -1.72
H 0.40 1.71 -0.55
H -4.25 -0.05 -0.45
H -3.52 -1.55 0.25
H -3.19 -0.85 -1.30
H 3.52 0.46 -0.07
H 3.39 0.92 -1.70
H 2.60 1.90 -0.32
H -2.07 0.64 1.19
H -2.37 1.17 -0.52
H 1.79 -1.33 2.41
H 0.53 -2.26 2.08
H 0.98 0.24 1.84

Its LUMO energy (spin up / spin down) is -5.42 / -5.42 eV. The calculation puts the max |F| at 3.0 eV/Å. Its net charge is +1. Its relative energy (zero: lowest compared OMol25 entry of this formula, charge and spin) is 94.1 kcal per mole. As for the HOMO-LUMO gap (spin up / spin down): 0.2828 / 0.2828 hartree.

Results of the Mulliken charge analysis, in e, for atoms 1 through 8:
1 C 0.07
2 C -0.27
3 C 0.70
4 C -0.55
5 C -1.45
6 C -0.99
7 C -0.23
8 N 0.02